(1)
C20H45BO9PS2 | ωB97M-V/def2-TZVPD

* E: -71522.108 eV
* E_HOMO: -0.1105 Eh
* charge: -1
* largest force on an atom: 3.11 eV/Å

Last column: Löwdin charge in e.
Positions of all 78 atoms, in Å:
C  4.4316  -4.6873  1.3090  -0.12
C  4.6691  -3.1973  1.4622  -0.16
C  3.3893  -2.2024  1.8157  -0.30
P  2.3099  -1.7737  0.2745  0.49
O  1.5378  -3.3295  0.4989  -0.37
C  1.0419  -1.0204  1.4736  -0.29
C  0.2522  0.3071  1.0718  -0.20
C  -1.3518  0.0837  1.4925  -0.25
O  -2.1856  -0.3762  0.3671  -0.15
C  1.1710  -1.5692  -1.2793  -0.26
O  -0.1071  -2.2422  -0.9395  -0.28
C  -0.5354  -3.1616  -2.0052  -0.24
C  -1.8734  -4.0472  -1.6626  -0.21
C  -2.7609  -4.3078  -3.0383  -0.16
B  3.2594  -0.1426  -0.0327  -0.53
O  2.8076  1.1116  -0.6314  -0.01
O  4.7200  -0.1631  0.3443  -0.11
C  5.5290  -0.7475  -0.7338  -0.27
C  5.3749  -0.0299  -2.1985  -0.11
H  4.6687  -5.4047  2.2219  0.04
H  4.0278  -5.0309  0.2657  0.03
H  5.7869  -2.8184  1.3523  0.09
H  3.6823  -1.2693  2.4575  0.08
H  2.6765  -2.8596  2.5133  0.10
H  3.2472  -2.4238  -0.5989  0.01
H  1.8666  -3.9824  -0.2025  0.06
H  0.2357  -1.8753  1.6914  0.10
H  1.5524  -0.8381  2.5383  0.10
H  0.3134  0.7221  -0.0076  0.09
H  0.6143  1.1913  1.7888  0.12
H  -1.7189  1.1363  1.9170  0.09
H  -1.4130  -0.6499  2.4324  0.13
H  -2.7109  -1.1749  0.7147  0.09
H  1.0605  -0.4783  -1.6581  0.08
H  1.6475  -2.1982  -2.1710  0.10
H  -0.7514  -2.4995  -2.9699  0.12
H  0.3195  -3.9232  -2.2830  0.12
H  -2.5506  -3.5970  -0.8053  0.11
H  -1.4837  -5.1088  -1.2941  0.11
H  -2.4664  -3.5231  -3.8865  0.07
H  -2.5666  -5.3725  -3.5035  0.06
H  -3.9350  -4.2340  -2.8511  0.07
H  2.7648  1.0596  -1.6502  0.09
H  5.3946  -1.8986  -0.8950  0.10
H  6.6684  -0.5973  -0.4101  0.13
H  4.4670  -0.5237  -2.7881  0.09
H  5.1518  1.1174  -2.1292  0.08
H  6.3219  -0.1516  -2.8931  0.08
C  -0.0770  5.8009  -2.0366  -0.23
C  0.9130  5.6360  -0.8846  -0.22
C  1.1552  4.1390  -0.6988  -0.22
S  0.8913  3.3879  -2.2981  0.67
O  -0.2682  2.5248  -2.2160  -0.31
O  2.1616  2.9320  -2.8263  -0.33
C  0.4223  4.8847  -3.1438  -0.24
H  -0.1397  6.8401  -2.3726  0.11
H  -1.0768  5.4883  -1.7126  0.12
H  1.8564  6.1334  -1.1404  0.12
H  0.5406  6.0931  0.0376  0.12
H  2.1759  3.9350  -0.3656  0.11
H  0.4397  3.7019  0.0032  0.11
H  -0.3376  4.6664  -3.8962  0.11
H  1.3179  5.2945  -3.6203  0.11
C  -6.6112  0.3780  3.2043  -0.23
C  -5.9792  0.4428  1.8147  -0.22
C  -5.2722  1.7918  1.6948  -0.22
S  -4.8043  2.2599  3.3542  0.67
O  -5.5493  3.4442  3.7261  -0.33
O  -3.3632  2.1774  3.4845  -0.33
C  -5.5354  0.8539  4.1692  -0.24
H  -6.9520  -0.6323  3.4488  0.12
H  -7.4780  1.0482  3.2479  0.12
H  -5.2480  -0.3677  1.7085  0.11
H  -6.7258  0.3167  1.0244  0.12
H  -4.3775  1.7230  1.0708  0.10
H  -5.9423  2.5613  1.3018  0.11
H  -5.9314  1.1501  5.1421  0.11
H  -4.7556  0.0967  4.2942  0.11

(2)
C20H45Br2N3O5 | ωB97M-V/def2-TZVPD

* SMILES: NC[C@H]1[C@@H](Br)CO[C@@H]1CCCBr.COCCNCCOC.COCCNCCOC
* E: -176259.911 eV
* E_HOMO: -0.3143 Eh
* largest force on an atom: 0.30 eV/Å

Last column: Löwdin charge in e.
Positions of all 75 atoms, in Å:
N  4.4016  4.1741  1.3547  0.02
C  5.6174  4.2881  0.5613  -0.25
C  5.8474  3.2745  -0.5795  -0.30
C  7.2870  2.8245  -0.8172  -0.59
Br  8.1552  2.2509  0.8505  0.74
C  7.0918  1.6307  -1.7307  -0.24
O  5.8501  1.0490  -1.3631  -0.10
C  5.1133  1.9285  -0.4996  -0.32
C  3.6555  1.9533  -0.9746  -0.15
C  2.7358  1.0682  -0.1404  -0.30
C  1.3266  1.0677  -0.6984  -0.60
Br  0.1909  -0.2399  0.1949  0.67
H  4.4049  3.3378  1.9235  0.07
H  3.5585  4.1681  0.7995  0.06
H  5.6598  5.2988  0.1487  0.12
H  6.4519  4.2193  1.2606  0.06
H  5.5230  3.7162  -1.5341  0.16
H  7.9375  3.5919  -1.2277  0.10
H  7.8772  0.8790  -1.6445  0.11
H  7.0635  1.9692  -2.7755  0.13
H  5.1793  1.5329  0.5222  0.14
H  3.6643  1.6181  -2.0156  0.13
H  3.2820  2.9820  -0.9857  0.11
H  2.7028  1.4204  0.8955  0.11
H  3.1258  0.0468  -0.1165  0.11
H  1.2987  0.8101  -1.7556  0.06
H  0.8233  2.0216  -0.5479  0.06
C  -1.8218  0.6498  3.5239  -0.12
O  -2.1919  2.0124  3.4903  -0.20
C  -1.9973  2.6344  2.2263  -0.22
C  -3.3101  3.1899  1.7196  -0.22
N  -4.2486  2.1103  1.4803  -0.05
C  -5.5697  2.5190  1.0338  -0.21
C  -6.3851  3.3946  1.9791  -0.23
O  -6.6739  2.7555  3.2096  -0.18
C  -5.8115  3.0841  4.2796  -0.11
H  -2.0389  0.2850  4.5263  0.09
H  -2.3824  0.0558  2.7933  0.08
H  -0.7543  0.5173  3.3183  0.07
H  -1.5977  1.9100  1.5101  0.08
H  -1.2724  3.4464  2.3429  0.12
H  -3.1296  3.7192  0.7778  0.12
H  -3.6668  3.9359  2.4454  0.11
H  -4.3295  1.5503  2.3208  0.10
H  -6.1470  1.6150  0.8282  0.12
H  -5.4660  3.0548  0.0831  0.12
H  -7.3438  3.6115  1.5012  0.12
H  -5.8850  4.3514  2.1710  0.11
H  -5.5654  4.1517  4.2753  0.09
H  -4.8706  2.5258  4.2569  0.07
H  -6.3369  2.8512  5.2046  0.09
C  -3.5265  -3.4972  -3.3085  -0.12
O  -2.1653  -3.3981  -2.9525  -0.20
C  -1.9436  -3.2222  -1.5568  -0.22
C  -1.0250  -4.3090  -1.0453  -0.22
N  -1.6485  -5.6081  -1.2078  -0.05
C  -0.8437  -6.7430  -0.7888  -0.21
C  0.4792  -6.9644  -1.5136  -0.23
O  0.3133  -7.2105  -2.8988  -0.18
C  0.4932  -6.0882  -3.7379  -0.11
H  -3.5676  -3.6346  -4.3877  0.09
H  -4.0165  -4.3454  -2.8177  0.09
H  -4.0788  -2.5874  -3.0473  0.09
H  -2.8970  -3.2612  -1.0211  0.12
H  -1.4833  -2.2458  -1.3877  0.07
H  -0.8332  -4.1339  0.0187  0.13
H  -0.0599  -4.2104  -1.5645  0.11
H  -1.9233  -5.7218  -2.1765  0.10
H  -1.4495  -7.6440  -0.9074  0.12
H  -0.6280  -6.6416  0.2811  0.12
H  0.9570  -7.8507  -1.0883  0.12
H  1.1610  -6.1176  -1.3706  0.11
H  1.3362  -5.4744  -3.4014  0.09
H  -0.3898  -5.4432  -3.7841  0.07
H  0.7105  -6.4607  -4.7380  0.09

(3)
C20H45Cl20IO2Si2 | ωB97M-V/def2-TZVPD

* E: -299876.767 eV
* E_HOMO: -0.3594 Eh
* largest force on an atom: 0.61 eV/Å

Last column: Löwdin charge in e.
Positions of all 90 atoms, in Å:
O  -0.0682  1.0044  -1.2933  -0.31
Si  -0.2527  -0.2102  -2.3881  -0.16
I  0.3055  -2.2211  -1.1636  0.52
O  -1.8142  -0.2759  -2.9125  -0.49
Si  -3.1753  -0.2880  -1.9411  0.49
H  0.0672  1.8669  -1.6915  0.02
H  0.5802  -0.0174  -3.5723  -0.03
H  -3.1316  0.7463  -0.8916  -0.07
H  -3.3077  -1.6350  -1.3462  -0.05
H  -4.3343  -0.0181  -2.8068  -0.07
Cl  -4.9756  3.0782  -2.2839  0.57
C  -4.6282  4.0666  -0.8397  -0.65
C  -3.3096  4.7885  -0.9194  -0.63
Cl  -1.9289  3.6575  -0.8573  0.60
H  -4.6573  3.3969  0.0147  0.02
H  -5.4335  4.7927  -0.7414  0.08
H  -3.2137  5.4459  -0.0570  0.07
H  -3.2226  5.3732  -1.8317  0.07
Cl  3.0686  0.8857  -2.6191  0.56
C  4.1313  0.6343  -1.2061  -0.66
C  5.2286  1.6641  -1.1303  -0.68
Cl  6.4130  1.4559  -2.4541  0.56
H  4.5356  -0.3731  -1.2752  0.07
H  3.4960  0.6982  -0.3255  0.01
H  5.7795  1.5544  -0.1979  0.02
H  4.8345  2.6754  -1.1923  0.07
Cl  -4.5284  0.8534  4.1733  0.54
C  -3.8538  1.1735  2.5522  -0.66
C  -3.0781  2.4620  2.4993  -0.65
Cl  -4.1319  3.8994  2.6954  0.56
H  -4.6854  1.1789  1.8512  0.07
H  -3.1854  0.3486  2.3069  0.06
H  -2.5942  2.5488  1.5277  0.02
H  -2.3192  2.5095  3.2760  0.07
Cl  0.6530  0.9447  1.9044  0.57
C  1.7510  0.7368  3.2976  -0.67
C  2.8420  1.7722  3.3353  -0.63
Cl  4.0114  1.5731  2.0005  0.60
H  2.1593  -0.2695  3.2433  0.05
H  1.1489  0.8196  4.2004  0.01
H  3.4065  1.6670  4.2610  0.06
H  2.4443  2.7823  3.2742  0.07
Cl  -0.0909  0.7442  6.7025  0.55
C  -1.2102  -0.6364  6.5180  -0.64
C  -0.4890  -1.9585  6.5196  -0.65
Cl  0.5136  -2.1770  5.0619  0.56
H  -1.7627  -0.4885  5.5948  0.05
H  -1.9025  -0.5940  7.3571  0.08
H  -1.2194  -2.7661  6.5274  0.07
H  0.1604  -2.0579  7.3861  0.07
Cl  0.2907  -4.5986  1.7276  0.50
C  -1.2557  -5.4016  2.0939  -0.65
C  -2.4142  -4.6948  1.4342  -0.66
Cl  -2.6979  -3.0798  2.1390  0.52
H  -1.3685  -5.4219  3.1753  0.07
H  -1.1868  -6.4229  1.7229  0.07
H  -3.3263  -5.2719  1.5778  0.07
H  -2.2394  -4.5603  0.3691  0.06
Cl  11.6708  -1.2036  -3.6103  0.53
C  10.1239  -0.3351  -3.8043  -0.67
C  8.9329  -1.2149  -3.5247  -0.68
Cl  8.7260  -2.4852  -4.7594  0.53
H  10.0939  0.0597  -4.8167  0.07
H  10.1322  0.4932  -3.0974  0.07
H  8.0316  -0.6056  -3.5304  0.02
H  9.0228  -1.7053  -2.5585  0.07
Cl  -5.1517  -2.4692  -4.6227  0.53
C  -3.4155  -2.8716  -4.7371  -0.67
C  -3.1186  -3.7988  -5.8867  -0.66
Cl  -3.7992  -5.4279  -5.6324  0.53
H  -3.1183  -3.3106  -3.7871  0.06
H  -2.8793  -1.9332  -4.8731  0.06
H  -2.0406  -3.9151  -5.9862  0.07
H  -3.5243  -3.4149  -6.8193  0.07
Cl  -9.8419  1.7506  -2.2608  0.53
C  -9.0966  1.7228  -3.8812  -0.66
C  -8.2475  2.9414  -4.1356  -0.68
Cl  -9.2218  4.4307  -4.2699  0.53
H  -9.8980  1.6365  -4.6108  0.07
H  -8.4716  0.8322  -3.9298  0.07
H  -7.7155  2.8233  -5.0786  0.07
H  -7.5246  3.0899  -3.3387  0.00
Cl  5.6267  -0.4789  4.7252  0.55
C  7.3363  -0.7814  4.3173  -0.65
C  7.7708  -0.0477  3.0742  -0.65
Cl  7.0046  -0.6972  1.6002  0.54
H  7.4624  -1.8555  4.2076  0.07
H  7.9278  -0.4375  5.1643  0.07
H  8.8461  -0.1621  2.9464  0.07
H  7.5284  1.0107  3.1331  0.07

> What is the E_HOMO in the first record?

-0.1105 Eh

> Which value of E_HOMO does entry 1 give?

-0.1105 Eh

> Which of these has the lowest largest force on an atom?

C20H45Br2N3O5